124
Properties=species:S:1:pos:R:3 method="wB97M-V/def2-TZVPD" homo_energy_ha="-0.2491 / -0.2747" orbital_gap_ev="5.8461 / 6.5224" multiplicity=2 relative_energy_kcal_mol=26.5 largest_force_ev_per_a=1.02
Tl -0.546 1.406 -2.031
C 1.231 3.973 0.251
C 1.447 2.533 0.597
C 2.625 1.911 0.299
C 2.803 0.566 0.655
N 1.818 -0.122 1.177
N 0.631 0.441 1.415
B -0.509 -0.657 1.859
N 0.198 -2.033 1.611
N 1.037 -2.817 2.271
C 1.463 -3.870 1.608
C 1.068 -4.128 0.269
C 0.198 -3.316 -0.399
C -0.260 -3.486 -1.808
C -0.259 -2.243 0.384
S -1.440 -0.999 0.173
C 2.400 -4.838 2.317
C 2.766 -4.332 3.709
C 1.687 -6.193 2.441
C 3.687 -5.005 1.499
N -1.128 -0.363 3.173
N -0.599 -1.062 4.233
C -1.071 -0.807 5.418
C -2.093 0.151 5.664
C -2.614 0.876 4.606
C -3.639 1.948 4.828
C -2.131 0.592 3.342
S -2.599 1.418 1.897
C -0.479 -1.592 6.580
C 0.070 -0.611 7.624
C -1.589 -2.447 7.208
C 0.643 -2.507 6.107
C 0.428 1.742 1.189
S -0.995 2.692 1.616
C 4.141 -0.156 0.551
C 5.137 0.651 -0.282
C 4.667 -0.332 1.984
C 3.967 -1.536 -0.086
H 2.175 4.425 -0.048
H 0.819 4.540 1.086
H 0.538 4.053 -0.592
H 3.405 2.462 -0.203
H 1.473 -4.998 -0.233
H -0.003 -4.473 -2.187
H 0.207 -2.729 -2.445
H -1.338 -3.339 -1.884
H 1.889 -4.242 4.344
H 3.244 -3.352 3.662
H 3.460 -5.035 4.171
H 0.787 -6.104 3.052
H 2.352 -6.915 2.917
H 1.403 -6.596 1.468
H 4.204 -4.053 1.379
H 3.501 -5.419 0.506
H 4.357 -5.691 2.020
H -2.456 0.316 6.667
H -4.077 1.852 5.820
H -4.435 1.909 4.087
H -3.173 2.933 4.754
H -0.716 -0.001 8.069
H 0.810 0.057 7.179
H 0.555 -1.167 8.428
H -2.413 -1.836 7.577
H -1.187 -3.014 8.050
H -1.990 -3.155 6.480
H 1.454 -1.943 5.646
H 0.276 -3.212 5.364
H 1.040 -3.064 6.958
H 5.383 1.609 0.182
H 4.752 0.832 -1.288
H 6.066 0.085 -0.371
H 4.794 0.631 2.484
H 5.638 -0.832 1.958
H 3.977 -0.938 2.575
H 3.595 -1.449 -1.105
H 3.274 -2.137 0.499
H 4.933 -2.046 -0.109
O -3.667 1.239 -1.234
C -3.904 1.659 -2.588
C -3.351 0.539 -3.545
O -4.035 0.146 -4.480
O -2.182 0.135 -3.229
C -3.079 2.928 -2.763
C -2.974 3.829 -1.708
C -2.157 4.944 -1.818
C -1.438 5.174 -2.985
C -1.561 4.294 -4.050
C -2.386 3.182 -3.943
C -5.375 1.990 -2.803
C -5.846 2.314 -4.074
C -7.170 2.665 -4.263
C -8.050 2.702 -3.187
C -7.587 2.393 -1.921
C -6.255 2.044 -1.730
H -4.037 0.353 -1.143
H -3.516 3.637 -0.791
H -2.072 5.633 -0.986
H -0.779 6.029 -3.062
H -0.990 4.452 -4.956
H -2.449 2.483 -4.769
H -5.172 2.273 -4.918
H -7.521 2.907 -5.258
H -9.087 2.974 -3.340
H -8.259 2.426 -1.072
H -5.897 1.822 -0.733
C 4.916 1.298 -6.730
C 3.894 1.935 -5.818
O 3.353 0.901 -4.977
P 2.087 1.236 -4.046
S 1.812 -0.367 -2.902
S 2.213 2.989 -3.170
O 0.863 1.359 -5.089
C 0.557 0.258 -5.972
C -0.869 0.402 -6.442
H 5.451 2.068 -7.288
H 4.441 0.622 -7.440
H 5.639 0.730 -6.145
H 3.083 2.396 -6.388
H 4.337 2.706 -5.185
H 0.701 -0.681 -5.434
H 1.266 0.294 -6.804
H -1.554 0.371 -5.596
H -1.123 -0.427 -7.105
H -1.003 1.334 -6.995

---

117
Properties=species:S:1:pos:R:3 method="wB97M-V/def2-TZVPD" homo_energy_ha=-0.3929 orbital_gap_ev=7.5812 total_charge=+1 multiplicity=1 relative_energy_kcal_mol=18.0 largest_force_ev_per_a=3.29
Ga -0.010 0.576 0.307
C -5.552 0.983 3.303
C -4.472 1.459 4.320
C -3.956 2.873 3.890
C -3.403 0.415 4.685
N -2.656 -0.066 3.516
C -2.091 0.575 2.492
N -1.454 -0.262 1.681
N -1.750 -1.523 2.205
N -2.407 -1.389 3.294
H -6.435 1.580 3.413
H -5.833 -0.031 3.601
H -5.187 1.033 2.283
H -4.984 1.568 5.290
H -3.414 2.827 2.920
H -3.236 3.271 4.608
H -4.809 3.534 3.798
H -3.906 -0.375 5.198
H -2.627 0.814 5.394
H -2.305 1.609 2.283
C 1.723 -1.433 -4.995
C 1.764 0.093 -4.738
C 0.962 0.498 -3.445
C -0.163 -0.490 -3.173
C 0.393 -1.852 -2.791
C 1.667 -2.214 -3.627
P -1.267 0.214 -1.806
C -2.633 -1.077 -1.472
C -3.481 -1.221 -2.734
C -4.250 -2.523 -2.798
C -4.657 -3.051 -1.414
C -3.353 -3.344 -0.564
C -2.183 -2.459 -0.999
C -2.280 1.666 -2.423
C -2.601 1.687 -3.913
C -2.064 2.942 -4.601
C -2.580 4.186 -3.882
C -2.282 4.260 -2.355
C -1.632 2.952 -1.858
H 2.567 -1.726 -5.670
H 0.847 -1.672 -5.584
H 1.300 0.640 -5.587
H 2.807 0.410 -4.555
H 0.547 1.489 -3.626
H 1.701 0.643 -2.622
H -0.752 -0.505 -4.143
H -0.324 -2.691 -3.020
H 0.547 -1.963 -1.686
H 1.607 -3.269 -3.768
H 2.553 -1.947 -3.064
H -3.144 -0.611 -0.651
H -2.859 -1.105 -3.621
H -4.254 -0.435 -2.768
H -3.628 -3.237 -3.347
H -5.106 -2.277 -3.452
H -5.274 -3.952 -1.458
H -5.252 -2.270 -0.908
H -3.074 -4.393 -0.727
H -3.487 -3.224 0.526
H -1.633 -2.978 -1.798
H -1.484 -2.372 -0.166
H -3.206 1.658 -1.883
H -3.666 1.659 -4.032
H -2.257 0.830 -4.448
H -2.433 2.970 -5.618
H -0.974 3.012 -4.715
H -3.652 4.243 -4.050
H -2.182 5.088 -4.435
H -3.204 4.493 -1.807
H -1.595 5.082 -2.187
H -1.652 2.894 -0.758
H -0.546 2.940 -2.102
N 3.420 3.385 -0.645
C 2.215 2.986 -0.184
O 1.597 2.084 -0.816
C 1.737 3.647 0.990
C 0.525 3.186 1.386
N -0.467 2.553 1.541
C 2.618 4.315 1.833
N 3.381 4.904 2.494
H 3.805 2.896 -1.456
H 3.930 4.144 -0.303
O 1.456 -0.026 1.358
Si 2.741 -0.782 1.979
C 3.170 -0.309 3.699
C 3.339 1.062 4.026
C 3.696 1.367 5.336
C 3.740 0.399 6.339
C 3.677 -0.965 5.988
C 3.446 -1.298 4.669
C 4.266 -0.494 0.912
C 5.403 0.206 1.320
C 6.540 0.240 0.585
C 6.591 -0.386 -0.685
C 5.433 -0.940 -1.179
C 4.262 -1.012 -0.390
C 2.458 -2.624 1.793
C 3.340 -3.517 1.177
C 2.974 -4.820 0.903
C 1.729 -5.268 1.393
C 0.955 -4.423 2.153
C 1.306 -3.096 2.374
H 3.296 1.878 3.325
H 3.926 2.395 5.627
H 3.849 0.683 7.369
H 3.836 -1.758 6.728
H 3.404 -2.369 4.404
H 5.387 0.736 2.233
H 7.430 0.763 0.946
H 7.551 -0.412 -1.247
H 5.393 -1.343 -2.190
H 3.359 -1.534 -0.786
H 4.327 -3.179 0.822
H 3.544 -5.492 0.254
H 1.285 -6.219 1.053
H 0.048 -4.730 2.658
H 0.649 -2.561 3.052

---

118
Properties=species:S:1:pos:R:3 method="wB97M-V/def2-TZVPD" homo_energy_ha="-0.0291 / -0.0291" orbital_gap_ev="1.9499 / 1.9492" total_charge=-1 multiplicity=2 relative_energy_kcal_mol=0.0 largest_force_ev_per_a=4.03
Ce 3.437 -0.356 -1.329
C 5.101 -2.343 -3.298
C 4.820 -1.289 -4.419
N 4.045 -0.047 -4.014
C 2.891 0.378 -4.899
C 1.753 -0.659 -4.863
S 1.235 -1.192 -3.107
C 1.366 -2.961 -2.969
C 2.792 -3.500 -3.060
N 3.904 -2.629 -2.472
H 5.869 -1.966 -2.613
H 5.518 -3.280 -3.775
H 4.323 -1.798 -5.226
H 5.841 -1.090 -4.764
H 4.723 0.727 -4.084
H 3.301 0.466 -5.925
H 2.506 1.358 -4.476
H 1.981 -1.516 -5.483
H 0.867 -0.224 -5.355
H 0.732 -3.493 -3.685
H 0.963 -3.211 -2.005
H 3.052 -3.640 -4.094
H 2.807 -4.435 -2.461
H 4.292 -3.125 -1.643
S 4.946 1.291 0.211
P 3.830 0.119 1.666
C 3.644 -1.393 0.826
P 3.340 -3.080 1.286
S 4.931 -4.111 0.552
C 1.680 -3.388 0.679
C 1.332 -4.736 0.617
C -0.020 -5.042 0.361
C -0.952 -4.038 0.109
C -0.536 -2.701 0.171
C 0.749 -2.358 0.558
C 3.378 -3.392 3.128
C 4.589 -3.655 3.798
C 4.565 -3.911 5.193
C 3.401 -3.757 5.936
C 2.231 -3.514 5.244
C 2.190 -3.389 3.858
C 4.817 -0.089 3.133
C 4.691 0.589 4.338
C 5.643 0.436 5.322
C 6.813 -0.291 5.108
C 6.928 -0.958 3.865
C 5.946 -0.886 2.899
C 2.275 0.931 2.069
C 1.257 0.287 2.839
C 0.028 0.913 3.033
C -0.152 2.234 2.640
C 0.935 2.893 2.064
C 2.114 2.250 1.724
H 2.147 -5.483 0.623
H -0.333 -6.118 0.308
H -2.003 -4.281 -0.027
H -1.279 -1.925 -0.031
H 1.052 -1.341 0.786
H 5.514 -3.754 3.255
H 5.524 -4.152 5.698
H 3.389 -3.908 7.036
H 1.281 -3.379 5.770
H 1.210 -3.397 3.393
H 3.806 1.195 4.570
H 5.591 0.867 6.298
H 7.688 -0.258 5.756
H 7.848 -1.569 3.744
H 5.957 -1.554 2.023
H 1.466 -0.685 3.288
H -0.736 0.343 3.579
H -1.038 2.791 2.900
H 0.865 3.958 1.770
H 2.856 2.727 1.107
N 2.177 1.755 -1.639
C 1.517 2.773 -1.612
N 0.763 3.827 -1.635
C 1.186 4.953 -1.069
N 1.474 6.039 -0.720
C -5.126 5.117 -2.117
C -5.037 4.323 -0.759
C -6.312 4.421 0.078
C -3.687 4.671 -0.062
Si -5.069 2.338 -1.170
C -5.104 1.176 0.441
C -6.556 0.980 0.869
C -4.341 -0.124 0.067
C -4.323 1.742 1.662
C -6.221 1.560 -2.552
C -6.169 0.053 -2.696
C -5.567 2.134 -3.854
C -7.687 2.011 -2.515
H -5.006 6.196 -1.950
H -6.051 5.035 -2.653
H -4.380 4.685 -2.823
H -6.408 5.525 0.289
H -6.203 3.948 1.066
H -7.188 3.979 -0.488
H -3.255 3.894 0.548
H -3.763 5.640 0.445
H -2.963 4.840 -0.895
H -7.193 0.414 0.105
H -7.022 1.989 1.086
H -6.596 0.429 1.821
H -4.962 -0.834 -0.432
H -3.979 -0.625 1.017
H -3.398 -0.043 -0.469
H -4.627 2.803 1.943
H -3.230 1.794 1.481
H -4.467 1.114 2.562
H -5.145 -0.423 -2.484
H -6.350 -0.240 -3.761
H -6.856 -0.530 -2.061
H -4.544 1.749 -4.055
H -5.458 3.255 -3.984
H -6.222 1.836 -4.681
H -8.321 1.328 -1.839
H -8.126 2.041 -3.525
H -7.724 2.945 -2.032

---

119
Properties=species:S:1:pos:R:3 method="wB97M-V/def2-TZVPD" homo_energy_ha=-0.3560 orbital_gap_ev=6.8572 total_charge=+1 multiplicity=1 relative_energy_kcal_mol=0.0 largest_force_ev_per_a=0.62
Hf 0.297 0.175 0.464
C -3.166 -4.273 0.380
C -2.022 -3.774 1.267
C -2.173 -4.353 2.676
C -0.671 -4.110 0.652
C -0.459 -5.424 0.246
C 0.683 -5.797 -0.433
C 1.630 -4.833 -0.725
C 1.488 -3.514 -0.306
C 2.643 -2.583 -0.645
C 2.298 -1.439 -1.597
C 3.427 -2.160 0.598
C 0.338 -3.156 0.425
N 0.179 -1.829 0.929
C -0.168 -1.698 2.286
C -0.818 -0.611 2.751
N -1.135 0.475 1.901
C -2.241 1.307 2.305
C -2.121 2.339 3.264
C -3.281 3.052 3.586
C -4.496 2.827 2.976
C -4.586 1.841 2.014
C -3.485 1.063 1.685
C -3.684 -0.032 0.659
C -3.984 0.565 -0.718
C -4.781 -1.008 1.083
C -0.899 2.813 4.070
C 0.412 2.057 3.956
C -0.590 4.298 3.808
H -4.125 -3.963 0.796
H -3.181 -5.361 0.310
H -3.074 -3.870 -0.631
H -2.112 -2.689 1.330
H -2.102 -5.443 2.653
H -3.147 -4.091 3.095
H -1.403 -3.984 3.352
H -1.216 -6.169 0.456
H 0.832 -6.824 -0.740
H 2.523 -5.111 -1.271
H 3.328 -3.196 -1.238
H 1.626 -0.663 -1.204
H 1.785 -1.806 -2.487
H 3.198 -0.902 -1.898
H 2.776 -1.766 1.374
H 4.184 -1.412 0.347
H 3.940 -3.025 1.020
H 0.213 -2.434 2.985
H -0.973 -0.489 3.816
H -3.219 3.807 4.359
H -5.364 3.408 3.256
H -5.534 1.652 1.527
H -2.760 -0.600 0.584
H -4.893 1.170 -0.695
H -4.126 -0.229 -1.454
H -3.163 1.199 -1.064
H -5.749 -0.513 1.178
H -4.544 -1.473 2.042
H -4.884 -1.796 0.337
H -1.224 2.738 5.113
H 0.822 2.149 2.948
H 0.341 1.005 4.204
H 1.133 2.505 4.644
H -0.054 4.412 2.863
H 0.069 4.677 4.591
H -1.474 4.931 3.782
C -4.098 -3.274 -5.172
C -2.837 -2.544 -4.860
C -1.891 -2.175 -5.774
C -0.758 -1.482 -5.309
N -0.568 -1.197 -4.030
C -1.482 -1.573 -3.124
S -1.332 -1.430 -1.451
N -2.612 -2.217 -3.570
C 0.304 -1.029 -6.257
H -4.152 -3.510 -6.230
H -4.963 -2.663 -4.905
H -4.151 -4.202 -4.601
H -2.015 -2.411 -6.820
H -3.278 -2.486 -2.855
H 0.121 -1.373 -7.272
H 1.274 -1.393 -5.917
H 0.348 0.061 -6.255
C 4.875 4.781 1.564
C 3.787 3.846 1.056
C 4.290 2.464 0.531
C 5.284 2.620 -0.621
C 5.728 1.290 -1.220
C 4.951 1.748 1.694
O 6.113 1.878 1.986
N 4.114 0.960 2.465
C 2.813 0.628 2.165
O 2.156 -0.080 2.906
N 2.278 1.050 0.971
C 3.020 1.772 0.063
O 2.607 1.911 -1.075
H 4.419 5.697 1.941
H 5.569 5.060 0.773
H 5.451 4.333 2.373
H 3.252 4.309 0.222
H 3.050 3.670 1.847
H 6.153 3.154 -0.241
H 4.814 3.241 -1.385
H 6.203 0.658 -0.468
H 6.457 1.454 -2.013
H 4.884 0.752 -1.654
H 4.507 0.529 3.291
N -0.575 3.336 0.507
C -0.321 3.052 -0.806
C -0.093 4.078 -1.731
C 0.211 3.756 -3.028
C 0.274 2.414 -3.402
C 0.049 1.463 -2.446
N -0.243 1.753 -1.156
H -0.669 4.315 0.726
H -1.259 2.770 0.997
H -0.170 5.107 -1.406
H 0.391 4.540 -3.752
H 0.517 2.115 -4.410
H 0.116 0.416 -2.697